{"formula": "C31H48IrO3P2", "method": "the ωB97M-V functional and the def2-TZVPD basis", "gap_ev": [5.48, 4.91], "lumo_ha": [-0.07277, -0.20468], "multiplicity": 5, "e_homo_ev": [-7.46, -10.48], "e_tot_ha": -2222.42600, "total_charge": 1, "species": ["H", "H", "H", "C", "H", "C", "H", "C", "C", "C", "H", "H", "H", "H", "H", "C", "H", "C", "H", "C", "H", "C", "C", "H", "Ir", "C", "H", "C", "C", "C", "H", "H", "H", "C", "H", "O", "H", "C", "H", "H", "H", "O", "H", "C", "H", "C", "P", "H", "H", "C", "C", "H", "C", "H", "C", "H", "H", "H", "H", "C", "H", "H", "C", "C", "H", "H", "C", "H", "H", "O", "H", "H", "H", "H", "H", "C", "C", "C", "C", "C", "H", "H", "P", "H", "H"], "coordinates": [[2.33606, 3.35117, -0.85314], [1.28432, 3.20325, 2.82979], [-2.37987, 3.54420, -5.01826], [2.33538, 3.32256, 0.23538], [-0.97091, 2.81676, 2.61054], [0.68253, -1.29037, -2.00176], [1.18101, -4.87095, 5.53756], [-1.41427, 2.38881, 1.70445], [-1.75353, 0.05251, -1.00647], [1.35235, -5.02322, 4.46900], [-5.30605, 2.86215, -4.49272], [2.00672, -7.06391, 4.70051], [1.38026, 1.46987, -2.82220], [3.96580, -2.24321, 1.25780], [-3.09768, -0.07322, 0.71192], [1.11514, -3.95984, 3.56543], [0.60756, -2.13345, -1.29612], [1.17919, -2.98494, 1.18111], [-4.15944, 1.79564, -0.97112], [-2.68385, 1.44656, -4.99828], [-5.45276, 1.03252, -4.71846], [-3.22047, 2.84281, -5.13674], [2.06729, -6.41904, 2.63485], [-6.09919, 0.66052, -2.43013], [1.04961, 0.46883, 0.68903], [4.38728, -1.35995, 0.75941], [-5.18339, -0.65909, -4.32038], [3.05734, 0.25221, 2.27604], [-5.01145, 0.62193, -2.61933], [0.38893, 1.59461, -2.37410], [-4.42215, 4.36169, -4.23840], [0.13637, -1.49499, -2.93429], [-0.36793, 1.61851, -3.16778], [-1.12419, -0.01602, 3.25220], [-2.23453, 0.99390, -1.31233], [0.71942, -1.87315, 1.60059], [2.44456, -7.37045, 2.26137], [2.36553, 1.51215, 2.11606], [-0.50698, 0.57506, 3.94063], [1.25797, 1.79661, 3.92253], [-2.50541, 2.47173, 1.76454], [1.54427, -3.25386, 0.01086], [-3.65481, 3.82796, -2.15176], [1.33027, -4.12551, 2.18039], [1.39399, 3.72491, 0.61244], [3.74853, 0.88163, -1.34888], [-0.97197, 0.63828, 1.59398], [3.14572, 3.96438, 0.59871], [3.15542, -1.52696, 3.44530], [-3.37706, 0.37691, -4.58944], [1.82357, -6.24682, 4.00075], [0.60957, -2.81341, 5.00328], [2.53417, 1.93131, 0.72603], [-2.17351, 0.03123, 3.58056], [-4.81006, 0.36180, -4.13456], [-3.60503, 3.00492, -6.15997], [4.83282, 1.05832, -1.33480], [4.43443, -1.57418, -0.31441], [-2.11219, -0.72181, -1.70127], [3.22668, 0.85099, 0.04522], [4.26099, -0.23558, 3.96291], [-1.87003, -1.35484, 0.63392], [3.25401, -0.44116, 3.56786], [3.57084, -0.15017, 1.02587], [2.03426, -5.48350, 0.68462], [2.71757, 2.78442, 3.78169], [1.82891, -5.36938, 1.74508], [1.74666, -1.15551, -2.21088], [-4.64117, -0.25975, -2.06971], [0.73912, -2.74363, 4.04334], [5.41222, -1.21812, 1.13550], [0.36794, 2.54094, -1.82431], [3.57495, -0.07562, -1.85377], [3.28212, 1.68597, -1.91839], [-0.76164, -1.05282, 3.27992], [-4.34318, 3.26527, -4.15380], [-2.05790, -0.28803, 0.44315], [-4.07475, 2.97773, -2.70475], [1.86859, 2.37411, 3.22492], [-4.34999, 1.84250, -2.05052], [-1.04343, 2.94472, 0.83905], [-1.66037, 1.31547, -5.36826], [0.05709, 0.21291, -1.26618], [2.51778, -0.10958, 4.30838], [-2.91199, -0.61720, -4.62678]]}